No. 1
59
Properties=species:S:1:pos:R:3:mulliken_charge:R:1 method="wB97M-V/def2-TZVPD" orbital_gap_ev=4.4 lumo_energy_ev=4.51 energy_ha=-1731.1877 de_lowest_kj_mol=23.2 total_charge=-2
Rh -0.121 -0.448 -0.093 0.495
O -0.045 3.609 0.994 -0.863
C 0.060 2.372 1.020 0.184
O -0.301 1.612 0.074 -0.683
C 0.637 1.793 2.338 -0.037
C -0.297 0.800 3.072 -0.112
C 0.058 0.816 4.570 -1.043
C 1.406 0.051 4.558 -1.033
C 1.532 -0.299 3.061 0.126
O 0.171 -0.497 2.695 -0.309
C 1.963 0.959 2.283 -0.032
C 2.599 0.650 0.902 -0.103
O 3.733 1.123 0.731 -0.828
O 1.996 -0.094 0.069 -0.550
H 0.772 2.678 2.958 0.513
H -1.354 0.902 2.832 0.641
H -0.696 0.273 5.143 0.334
H 0.134 1.830 4.966 0.397
H 1.348 -0.858 5.160 0.316
H 2.245 0.651 4.914 0.389
H 2.112 -1.195 2.841 0.545
H 2.759 1.465 2.828 0.391
N -2.800 0.452 0.013 0.078
C -3.462 1.425 0.237 0.211
C -4.053 2.657 0.008 0.270
C -3.266 3.843 -0.011 -0.594
C -3.867 5.068 -0.196 -0.413
C -5.251 5.201 -0.351 -0.554
C -6.026 4.045 -0.325 -0.289
C -5.458 2.798 -0.154 -0.650
H -2.189 3.758 0.096 0.331
H -3.238 5.952 -0.221 0.380
H -5.704 6.173 -0.503 0.343
H -7.103 4.117 -0.448 0.327
H -6.078 1.910 -0.138 0.371
N 0.038 -6.146 2.735 -0.622
C 0.268 -5.402 1.887 -0.023
C 0.582 -4.513 0.806 0.111
C 1.422 -4.941 -0.222 -0.313
C 1.705 -4.037 -1.230 -0.769
C 1.150 -2.770 -1.188 -0.280
N 0.324 -2.360 -0.202 0.120
C 0.051 -3.227 0.783 -0.201
H 1.833 -5.941 -0.215 0.474
H 2.356 -4.305 -2.051 0.394
H 1.369 -2.017 -1.931 0.419
H -0.617 -2.868 1.554 0.599
C -2.120 -0.627 -0.197 -0.644
C -2.984 -1.825 -0.275 0.600
C -2.610 -2.928 -1.056 -0.102
C -3.397 -4.065 -1.128 -0.644
C -4.593 -4.144 -0.423 -0.444
C -4.989 -3.055 0.345 -0.524
C -4.206 -1.914 0.410 -0.595
H -1.694 -2.859 -1.627 0.443
H -3.077 -4.897 -1.747 0.364
H -5.202 -5.040 -0.466 0.355
H -5.921 -3.094 0.900 0.356
H -4.528 -1.077 1.020 0.376

---

No. 2
64
Properties=species:S:1:pos:R:3:mulliken_charge:R:1 method="wB97M-V/def2-TZVPD" orbital_gap_ev=7.1 lumo_energy_ev=-3.37 energy_ha=-2729.5295 de_lowest_kj_mol=0.0 total_charge=+1
Pd -0.427 0.930 0.093 0.770
O -0.592 -0.333 1.889 -0.626
C -1.214 -1.370 1.679 1.190
O -2.152 -1.405 0.708 -0.161
C -1.098 -2.650 2.339 -0.433
C -0.277 -2.962 3.423 -0.340
C -0.292 -4.253 3.901 -0.746
C -1.108 -5.220 3.299 -0.390
C -1.925 -4.921 2.225 -0.553
C -1.911 -3.613 1.755 0.679
S -2.835 -2.915 0.459 -0.054
H 0.352 -2.198 3.860 0.461
H 0.328 -4.528 4.743 0.405
H -1.100 -6.230 3.685 0.402
H -2.549 -5.680 1.773 0.425
S 0.912 -0.716 -0.835 -0.396
C 0.355 -0.664 -2.482 0.460
N -0.586 -1.474 -2.956 -0.087
C -0.809 -1.270 -4.388 -0.525
C 0.020 0.004 -4.650 -0.588
N 0.820 0.127 -3.427 -0.053
H -0.965 -2.223 -2.404 0.191
H -1.867 -1.134 -4.602 0.315
H -0.439 -2.123 -4.958 0.319
H -0.603 0.890 -4.771 0.294
H 0.663 -0.097 -5.520 0.359
H 1.270 1.018 -3.183 0.353
O 1.749 2.659 -2.511 -0.745
C 1.076 2.623 -1.496 -0.158
O -0.123 2.077 -1.483 -0.834
C 1.579 3.210 -0.202 0.451
C 1.245 4.517 0.117 -0.313
C 1.690 5.113 1.303 -0.851
C 2.471 4.344 2.127 0.655
O 3.019 4.677 3.335 -0.480
C 3.874 3.587 3.686 -0.286
O 3.583 2.506 2.798 -0.528
C 2.811 3.040 1.804 0.892
C 2.389 2.440 0.647 -0.895
H 0.638 5.093 -0.569 0.566
H 1.445 6.137 1.553 0.519
H 3.665 3.278 4.709 0.263
H 4.918 3.889 3.569 0.317
H 2.681 1.430 0.393 0.593
N -0.200 7.625 8.042 -0.475
C -0.424 7.030 7.086 -0.050
C -0.699 6.281 5.890 0.485
C -1.849 6.547 5.150 -0.830
C -2.114 5.822 4.003 -0.559
C -1.221 4.842 3.595 0.567
C -0.067 4.578 4.319 0.300
C 0.189 5.294 5.473 -0.969
N -1.480 4.105 2.404 0.398
C -2.040 4.592 1.239 -0.185
C -2.040 3.564 0.358 -1.119
N -1.532 2.444 0.977 -0.196
C -1.188 2.809 2.198 -0.539
H -2.536 7.313 5.482 0.477
H -3.021 6.005 3.443 0.506
H 0.644 3.844 3.964 0.194
H 1.087 5.105 6.045 0.440
H -2.344 5.618 1.137 0.476
H -2.377 3.540 -0.663 0.530
H -0.767 2.160 2.948 0.713

---

No. 3
71
Properties=species:S:1:pos:R:3:mulliken_charge:R:1 method="wB97M-V/def2-TZVPD" orbital_gap_ev=6.6 lumo_energy_ev=-1.29 energy_ha=-5804.1435 de_lowest_kj_mol=0.0
Au 1.390 1.374 -1.518 0.486
Cl 2.553 4.475 -2.101 -0.184
C 3.702 3.235 -1.805 0.189
C 3.297 1.911 -1.810 -1.264
C 4.225 0.887 -1.769 0.781
Cl 3.710 -0.753 -1.890 -0.128
C 5.575 1.181 -1.582 0.343
Cl 6.722 -0.087 -1.453 -0.162
C 5.977 2.511 -1.480 0.088
Cl 7.629 2.882 -1.195 -0.184
C 5.047 3.542 -1.619 0.581
Cl 5.554 5.179 -1.553 -0.183
I 0.939 1.349 -4.021 -0.316
C -8.286 1.931 -2.141 -1.248
C -6.972 1.235 -2.473 -0.463
S -6.062 0.936 -0.976 1.249
O -6.839 0.086 -0.112 -0.676
O -5.566 2.195 -0.474 -0.660
C -4.637 0.007 -1.513 -0.586
C -3.812 -0.343 -0.275 -1.619
N -2.394 -0.463 -0.604 0.673
C -1.513 0.549 -0.500 0.644
N -0.306 0.156 -0.895 0.102
C -0.407 -1.139 -1.307 -1.152
C -1.692 -1.534 -1.130 -0.153
N -2.259 -2.807 -1.446 1.260
O -3.474 -2.920 -1.381 -0.678
O -1.489 -3.681 -1.776 -0.626
C -1.837 1.887 0.053 -1.734
H -8.841 2.111 -3.060 0.386
H -8.104 2.887 -1.654 0.344
H -8.893 1.312 -1.483 0.344
H -6.331 1.848 -3.107 0.373
H -7.129 0.263 -2.943 0.381
H -4.077 0.653 -2.190 0.468
H -4.964 -0.889 -2.039 0.545
H -4.158 -1.270 0.165 0.311
H -3.891 0.445 0.473 0.744
H 0.430 -1.712 -1.672 0.663
H -2.106 1.803 1.107 0.381
H -2.671 2.356 -0.472 0.419
H -0.957 2.523 -0.020 0.251
Cl 2.094 -3.635 -0.022 -0.120
C 0.829 -3.295 1.116 1.447
C -0.201 -4.221 1.199 -0.983
C -1.341 -3.934 1.925 -0.553
C -1.457 -2.705 2.556 -0.663
C -0.405 -1.810 2.497 0.798
Cl -0.605 -0.268 3.280 -0.169
C 0.795 -2.077 1.814 -1.449
N 1.767 -1.086 1.769 0.976
C 3.133 -1.096 2.058 1.155
C 3.887 -2.256 2.221 -1.114
C 5.264 -2.188 2.368 -0.775
C 5.915 -0.966 2.373 -0.907
C 5.153 0.193 2.335 -0.344
C 3.768 0.157 2.227 0.359
C 2.992 1.441 2.450 -1.557
C 2.487 2.143 1.196 0.685
O 2.700 3.302 0.930 -0.666
O 1.760 1.310 0.480 0.028
H -0.115 -5.144 0.643 0.445
H -2.149 -4.651 1.975 0.422
H -2.348 -2.441 3.110 0.489
H 1.424 -0.174 1.489 -0.204
H 3.403 -3.221 2.225 0.590
H 5.827 -3.107 2.469 0.414
H 6.991 -0.911 2.457 0.424
H 5.636 1.158 2.439 0.433
H 3.605 2.149 3.003 0.508
H 2.110 1.221 3.061 0.341

---

No. 4
67
Properties=species:S:1:pos:R:3:mulliken_charge:R:1 method="wB97M-V/def2-TZVPD" orbital_gap_ev=7.3 lumo_energy_ev=4.11 energy_ha=-3142.2516 de_lowest_kj_mol=42.1 total_charge=-2
Sn 0.731 0.189 -0.307 1.229
C -1.907 -3.095 1.153 -1.006
C -0.694 -2.457 1.447 -0.195
N -0.775 -1.143 1.249 -0.287
N -2.046 -0.914 0.807 0.712
C -2.734 -2.071 0.743 -0.226
B -2.594 0.507 0.436 -0.790
N -2.458 0.867 -1.075 1.001
C -3.323 0.522 -2.052 -0.314
C -2.839 1.003 -3.248 -0.632
C -1.644 1.650 -2.891 -0.429
N -1.414 1.573 -1.586 -0.678
N -1.842 1.559 1.291 -0.029
C -2.359 2.344 2.257 -0.195
C -1.329 3.056 2.841 -1.132
C -0.183 2.622 2.153 -0.366
N -0.507 1.729 1.226 0.296
H -2.132 -4.151 1.187 0.417
H 0.244 -2.890 1.773 0.422
H -3.751 -2.092 0.380 0.373
H -3.773 0.539 0.720 -0.176
H -4.194 -0.081 -1.839 0.404
H -3.264 0.864 -4.231 0.426
H -0.919 2.142 -3.527 0.442
H -3.420 2.330 2.459 0.425
H -1.392 3.772 3.646 0.385
H 0.854 2.904 2.291 0.482
O 6.312 0.284 4.351 -0.723
C 5.121 0.237 4.726 0.454
O 4.619 0.214 5.875 -0.745
C 4.089 0.197 3.580 0.360
C 2.737 0.042 3.867 -1.091
C 1.825 0.024 2.833 -0.334
N 2.201 0.163 1.550 0.037
C 3.497 0.314 1.257 0.481
C 4.465 0.322 2.249 -0.647
C 3.840 0.512 -0.222 0.307
O 5.017 0.505 -0.551 -0.704
O 2.809 0.674 -0.988 -0.633
H 2.436 -0.050 4.901 0.488
H 0.763 -0.104 3.004 0.633
H 5.504 0.434 1.982 0.584
S -3.751 -3.312 -2.901 -0.600
P -1.818 -3.226 -3.348 0.856
S -0.547 -2.109 -2.297 -0.336
C -1.677 -2.762 -5.123 0.088
C -2.330 -3.533 -6.086 -0.564
C -2.260 -3.194 -7.430 -0.567
C -1.543 -2.066 -7.827 -0.348
C -0.900 -1.290 -6.872 -0.636
C -0.959 -1.642 -5.524 -0.132
C -1.136 -4.936 -3.401 -0.085
C -1.897 -6.030 -3.008 -0.251
C -1.346 -7.312 -3.017 -0.475
C -0.036 -7.506 -3.430 -0.351
C 0.727 -6.414 -3.837 -0.593
C 0.183 -5.137 -3.814 -0.458
H -2.905 -4.398 -5.769 0.330
H -2.768 -3.802 -8.171 0.354
H -1.493 -1.794 -8.876 0.344
H -0.341 -0.411 -7.175 0.382
H -0.452 -1.056 -4.765 0.291
H -2.921 -5.858 -2.694 0.285
H -1.945 -8.159 -2.699 0.368
H 0.394 -8.502 -3.433 0.346
H 1.753 -6.557 -4.155 0.360
H 0.785 -4.280 -4.100 0.369

---

No. 5
67
Properties=species:S:1:pos:R:3:mulliken_charge:R:1 method="wB97M-V/def2-TZVPD" orbital_gap_ev=6.8 lumo_energy_ev=4.14 energy_ha=-3266.5453 de_lowest_kj_mol=0.0 total_charge=-2
Ba 0.158 -0.396 -0.272 2.079
O -0.166 1.404 -2.318 -0.278
C 1.018 2.083 -2.727 -0.891
C 2.254 1.203 -2.611 -0.850
N 2.523 0.777 -1.231 0.765
C 3.377 -0.425 -1.199 -0.665
C 2.713 -1.675 -1.823 0.343
O 3.453 -2.556 -2.259 -0.817
O 1.423 -1.659 -1.790 -0.691
C 2.968 1.876 -0.371 -1.184
C 1.913 2.464 0.580 0.407
O 2.153 3.574 1.073 -0.844
O 0.912 1.697 0.818 -0.503
H -0.363 0.714 -3.002 0.406
H 1.114 2.967 -2.092 0.420
H 0.927 2.421 -3.761 0.487
H 3.119 1.747 -3.027 0.238
H 2.089 0.317 -3.226 0.534
H 3.573 -0.684 -0.152 0.361
H 4.342 -0.281 -1.696 0.277
H 3.380 2.702 -0.955 0.165
H 3.766 1.524 0.287 0.495
O 1.323 -1.711 1.411 -0.781
S 0.317 -1.597 2.492 1.701
O -0.102 -2.844 3.092 -0.792
N -0.841 -0.728 1.919 -0.654
C -1.783 -0.030 2.712 -0.712
C -1.981 -0.121 4.070 -0.269
C -2.943 0.690 4.737 -0.767
C -3.717 1.580 4.063 -0.904
C -3.563 1.689 2.652 1.223
C -4.322 2.598 1.875 -0.783
C -4.134 2.682 0.533 -0.876
C -3.171 1.834 -0.067 -0.237
N -2.454 0.980 0.608 0.264
C -2.623 0.895 1.979 0.290
C 1.126 -0.693 3.784 -0.112
C 1.361 0.674 3.627 -0.038
C 2.029 1.355 4.637 -0.787
C 2.448 0.683 5.781 -0.354
C 2.197 -0.678 5.927 -0.510
C 1.527 -1.377 4.929 -0.467
H -1.409 -0.832 4.652 0.448
H -3.050 0.589 5.811 0.365
H -4.441 2.206 4.573 0.332
H -5.051 3.229 2.374 0.363
H -4.697 3.378 -0.078 0.373
H -2.987 1.873 -1.140 0.523
H 1.027 1.201 2.728 0.376
H 2.217 2.415 4.514 0.464
H 2.969 1.223 6.565 0.360
H 2.521 -1.198 6.821 0.363
H 1.310 -2.434 5.022 0.460
Cl -1.547 -5.681 -6.560 -0.303
C -1.195 -4.060 -5.937 0.189
C -0.348 -3.210 -6.666 -0.619
C -0.077 -1.956 -6.207 0.276
Cl 0.991 -0.921 -7.148 -0.257
C -0.626 -1.411 -4.971 0.061
O -0.368 -0.241 -4.616 -0.852
C -1.472 -2.336 -4.261 1.311
C -2.159 -2.068 -2.988 -0.337
O -2.103 -1.096 -2.257 -0.603
C -1.736 -3.619 -4.765 -0.865
H 0.100 -3.551 -7.592 0.393
H -2.821 -2.903 -2.685 0.218
H -2.389 -4.271 -4.192 0.274

---

No. 6
63
Properties=species:S:1:pos:R:3:mulliken_charge:R:1 method="wB97M-V/def2-TZVPD" orbital_gap_ev="6.6 / 6.5" lumo_energy_ev="-0.34 / -0.42" energy_ha=-3868.5400 de_lowest_kj_mol=0.0
Co 0.654 -0.377 1.387 0.165
F 3.465 0.396 7.293 -0.299
C 3.287 0.409 5.972 0.756
C 2.185 -0.206 5.409 -0.288
F 1.290 -0.823 6.179 -0.294
C 2.037 -0.179 4.037 -0.349
F 0.943 -0.812 3.515 -0.260
C 2.927 0.438 3.173 0.901
S 2.684 0.475 1.432 -0.604
C 4.025 1.045 3.778 0.143
F 4.939 1.658 3.023 -0.328
C 4.210 1.035 5.148 0.066
F 5.275 1.626 5.687 -0.287
C 0.562 -0.053 -0.414 -0.054
C 0.499 0.135 -1.608 0.188
C 0.413 0.482 -2.995 0.578
C 1.405 1.263 -3.595 -0.336
C 1.303 1.627 -4.928 -0.539
C 0.212 1.221 -5.685 -0.500
C -0.779 0.444 -5.097 -0.549
C -0.681 0.078 -3.765 -0.514
H 2.253 1.579 -3.002 0.494
H 2.078 2.234 -5.378 0.404
H 0.133 1.509 -6.725 0.402
H -1.635 0.128 -5.679 0.443
H -1.459 -0.512 -3.297 0.441
C -4.063 2.432 -3.260 -1.363
C -3.219 2.313 -2.021 0.575
C -3.699 1.691 -0.878 -1.105
C -2.920 1.554 0.269 1.219
C -3.518 0.852 1.459 -1.610
C -1.614 2.062 0.265 0.010
Te -0.381 1.819 1.975 0.193
C -1.110 2.702 -0.876 0.642
C 0.283 3.266 -0.982 -1.333
C -1.927 2.814 -1.997 -0.532
H -5.038 1.966 -3.120 0.354
H -3.574 1.952 -4.110 0.235
H -4.225 3.479 -3.525 0.334
H -4.708 1.291 -0.876 0.226
H -4.514 0.480 1.215 0.378
H -3.601 1.524 2.315 0.340
H -2.896 0.015 1.773 0.208
H 0.965 2.826 -0.260 0.053
H 0.269 4.347 -0.817 0.423
H 0.675 3.088 -1.984 0.248
H -1.523 3.288 -2.887 0.326
C -1.988 -4.271 0.896 -0.891
N -0.556 -3.990 0.944 0.173
C 0.398 -4.938 0.734 -0.047
C 1.717 -4.651 0.737 -1.175
C 2.090 -3.286 0.965 1.071
N 1.152 -2.388 1.199 0.081
C -0.158 -2.695 1.167 0.049
O -0.967 -1.769 1.332 -0.610
N 3.354 -2.868 0.963 -0.258
H -2.128 -5.338 0.744 0.319
H -2.445 -3.714 0.080 0.306
H -2.453 -3.964 1.829 0.298
H 0.030 -5.940 0.561 0.370
H 2.452 -5.421 0.563 0.386
H 4.103 -3.486 0.708 0.238
H 3.515 -1.864 1.031 0.088

---

No. 7
60
Properties=species:S:1:pos:R:3:mulliken_charge:R:1 method="wB97M-V/def2-TZVPD" orbital_gap_ev="6.4 / 5.4" lumo_energy_ev="-4.89 / -5.74" energy_ha=-3246.7283 de_lowest_kj_mol=8.7 total_charge=+1
Co -0.492 0.990 0.122 -0.092
C 0.055 -1.695 3.793 -0.901
C -1.277 -1.720 3.140 0.608
N -2.170 -2.601 3.513 -0.613
C -3.364 -2.608 2.895 -0.931
C -3.757 -1.748 1.866 0.903
C -5.127 -1.922 1.246 -0.965
O -5.880 -0.723 1.229 -0.525
C -2.842 -0.796 1.432 -0.378
C -3.178 0.094 0.328 -0.412
N -2.351 0.845 -0.308 0.246
C -2.829 1.551 -1.455 0.620
C -3.841 1.030 -2.258 -0.261
C -4.309 1.735 -3.352 -0.892
C -3.766 2.969 -3.675 -0.573
C -2.729 3.487 -2.914 -0.603
C -2.268 2.768 -1.827 0.196
I -0.644 3.536 -0.764 0.091
C -1.567 -0.751 2.084 1.014
O -0.689 0.103 1.805 -0.997
H 0.081 -2.442 4.580 0.401
H 0.262 -0.707 4.207 0.311
H 0.837 -1.903 3.057 0.088
H -4.052 -3.371 3.242 0.358
H -5.658 -2.722 1.767 0.430
H -5.026 -2.236 0.205 0.332
H -6.243 -0.555 2.105 0.329
H -4.220 0.115 0.032 1.254
H -4.237 0.046 -2.049 0.584
H -5.090 1.307 -3.964 0.409
H -4.127 3.520 -4.531 0.404
H -2.280 4.435 -3.174 0.403
O 1.399 0.966 0.469 -0.235
C 2.154 -0.020 -0.347 3.394
C 1.108 -0.886 -1.068 -0.100
O 1.442 -1.903 -1.619 -0.564
O -0.108 -0.415 -1.047 -0.247
C 2.940 0.809 -1.349 -0.305
C 2.477 1.023 -2.643 -0.419
C 3.162 1.876 -3.495 -0.981
C 4.307 2.530 -3.060 -0.463
C 4.775 2.321 -1.770 -0.926
C 4.098 1.458 -0.921 -0.020
C 3.024 -0.856 0.572 -1.115
C 3.889 -1.788 0.005 -0.232
C 4.699 -2.566 0.813 -0.926
C 4.662 -2.421 2.194 -0.393
C 3.807 -1.489 2.760 -0.926
C 2.988 -0.709 1.952 -0.285
H 1.877 1.805 0.414 0.399
H 1.592 0.509 -3.000 0.532
H 2.805 2.024 -4.505 0.439
H 4.840 3.191 -3.729 0.425
H 5.676 2.813 -1.431 0.426
H 4.483 1.265 0.073 0.437
H 3.917 -1.907 -1.070 0.455
H 5.364 -3.290 0.361 0.419
H 5.301 -3.027 2.822 0.426
H 3.777 -1.362 3.834 0.460
H 2.321 0.012 2.403 0.489